i | {"formula": "CHNO2S", "method": "wB97M-V/def2-TZVPD", "lumo_energy_ev": [-1.74, -1.74], "homo_lumo_gap_ev": [8.0, 8.0], "species": ["C", "N", "O", "O", "S", "H"], "coordinates": [[0.39, -0.58, -0.19], [-0.19, 0.53, 0.54], [-0.06, 1.57, -0.09], [-0.84, 0.41, 1.54], [1.66, -1.45, -0.34], [-0.96, -0.47, -1.46]], "nbo_charge": [-0.185, 0.432, -0.343, -0.315, 0.289, 0.123]}



ii | {"formula": "CHNO2S", "method": "wB97M-V/def2-TZVPD", "lumo_energy_ev": 0.09, "homo_lumo_gap_ev": 9.4, "species": ["C", "N", "O", "O", "S", "H"], "coordinates": [[-0.28, -0.31, -0.82], [-0.18, 0.80, -0.12], [-0.27, -1.02, -1.77], [0.89, -0.73, 1.72], [-0.52, -0.32, 1.06], [0.37, 1.59, -0.06]], "nbo_charge": [0.645, -0.767, -0.467, -0.909, 1.072, 0.426]}



Going by the energies, ii is most stable and the next is 0.1646 hartree up.



i | {"formula": "C6H10OSi2", "method": "wB97M-V/def2-TZVPD", "lumo_energy_ev": 0.36, "homo_lumo_gap_ev": 8.8, "species": ["C", "C", "C", "C", "C", "C", "O", "Si", "Si", "H", "H", "H", "H", "H", "H", "H", "H", "H", "H"], "coordinates": [[-3.41, -0.08, 0.22], [-2.58, 0.98, 0.24], [-2.97, -1.35, 0.04], [-1.16, 0.79, 0.11], [-1.63, -1.58, 0.03], [-0.79, -0.52, 0.02], [2.49, -1.95, -0.70], [3.01, 1.13, -0.18], [1.83, -0.90, 0.32], [-4.47, 0.22, 0.34], [-2.89, 1.98, 0.28], [-3.65, -2.11, 0.05], [-0.50, 1.58, 0.24], [-1.32, -2.51, -0.25], [2.81, -2.80, -0.36], [3.89, 1.71, 0.76], [3.68, 0.83, -1.38], [1.76, 1.97, -0.32], [2.40, -1.33, 1.64]], "nbo_charge": [-0.231, -0.192, -0.183, -0.284, -0.298, -0.100, -1.118, 0.375, 1.110, 0.211, 0.207, 0.206, 0.219, 0.212, 0.509, -0.139, -0.136, -0.150, -0.216]}



ii | {"formula": "C6H10OSi2", "method": "wB97M-V/def2-TZVPD", "lumo_energy_ev": 0.02, "homo_lumo_gap_ev": 8.8, "species": ["C", "C", "C", "C", "C", "C", "O", "Si", "Si", "H", "H", "H", "H", "H", "H", "H", "H", "H", "H"], "coordinates": [[-2.34, 2.51, -1.25], [0.17, 2.67, 1.28], [-2.04, 1.41, -0.86], [0.82, 1.77, 0.86], [-1.83, -1.51, 1.75], [1.48, 0.88, -1.74], [0.62, -0.98, 0.24], [-0.98, -1.05, 0.18], [1.60, 0.35, 0.01], [-2.66, 3.52, -1.43], [-0.42, 3.46, 1.82], [-1.24, -2.16, 2.46], [-2.19, -0.62, 2.42], [-2.54, -2.14, 1.20], [1.50, 1.92, -1.81], [2.24, 0.42, -2.45], [0.43, 0.77, -2.11], [-1.32, -1.74, -1.03], [3.00, 0.07, 0.62]], "nbo_charge": [-0.474, -0.143, -0.387, -0.545, -1.220, -1.176, -1.264, 1.856, 1.641, 0.221, 0.251, 0.277, 0.300, 0.251, 0.264, 0.246, 0.285, -0.213, -0.171]}



Going by the energies, i is most stable and the next is 0.0470 hartree up.



i | {"formula": "C5H33N2O10", "method": "wB97M-V/def2-TZVPD", "lumo_energy_ev": -2.57, "homo_lumo_gap_ev": 10.0, "charge": 1, "species": ["C", "N", "C", "C", "C", "O", "C", "N", "H", "H", "H", "H", "H", "H", "H", "H", "H", "H", "H", "H", "H", "H", "H", "H", "H", "O", "H", "H", "O", "H", "H", "O", "H", "H", "O", "H", "H", "O", "H", "H", "O", "H", "H", "O", "H", "H", "O", "H", "H", "O"], "coordinates": [[0.06, -1.85, 0.75], [0.03, -2.14, -0.71], [-1.45, -2.04, -1.05], [-2.35, -2.95, -0.28], [-3.35, -2.16, 0.72], [-2.80, -0.90, 1.03], [1.49, -1.35, 1.12], [1.78, -0.34, 0.00], [-0.10, -2.69, 1.46], [-0.64, -1.08, 1.02], [0.30, -3.09, -0.91], [-1.30, -2.24, -2.17], [-1.86, -0.93, -1.09], [-1.73, -3.57, 0.39], [-2.90, -3.57, -0.96], [-4.23, -1.99, 0.15], [-3.67, -2.53, 1.67], [-3.35, -0.21, 0.55], [1.98, -2.26, 1.08], [1.46, -0.97, 2.17], [1.73, -0.85, -0.91], [1.11, 0.41, 0.21], [2.67, -0.05, 0.31], [2.84, 0.33, 3.66], [3.51, -1.13, 3.53], [3.40, -0.30, 3.03], [-0.87, 3.85, -0.42], [-0.39, 5.19, 0.31], [-0.23, 4.57, -0.38], [-1.59, 0.31, 3.28], [-0.04, 0.17, 3.56], [-0.76, 0.03, 2.80], [1.59, -1.91, -2.32], [2.38, -0.69, -3.13], [2.50, -1.58, -2.72], [1.64, 1.81, -2.10], [3.01, 2.25, -2.18], [2.58, 1.48, -1.89], [-0.12, -0.20, -4.41], [0.86, -1.42, -4.26], [0.44, -0.65, -3.97], [1.15, 2.08, 3.73], [1.30, 1.63, 5.23], [1.38, 1.43, 4.31], [0.55, 3.30, -3.37], [0.51, 4.20, -1.99], [0.98, 3.72, -2.59], [-3.60, 3.23, -1.35], [-3.01, 4.25, -0.28], [-2.86, 3.39, -0.64]], "nbo_charge": [-0.280, -0.683, -0.230, -0.477, -0.059, -0.737, -0.246, -0.697, 0.196, 0.261, 0.369, 0.216, 0.207, 0.213, 0.233, 0.162, 0.193, 0.478, 0.213, 0.254, 0.490, 0.436, 0.447, 0.503, 0.478, -0.988, 0.502, 0.490, -0.983, 0.489, 0.491, -0.983, 0.477, 0.511, -0.978, 0.486, 0.484, -0.977, 0.469, 0.500, -0.966, 0.494, 0.507, -0.969, 0.486, 0.503, -0.990, 0.497, 0.481, -0.972]}



ii | {"formula": "C5H33N2O10", "method": "wB97M-V/def2-TZVPD", "lumo_energy_ev": -2.18, "homo_lumo_gap_ev": 9.3, "charge": 1, "species": ["N", "C", "C", "O", "C", "N", "C", "C", "H", "H", "H", "H", "H", "H", "H", "H", "H", "H", "H", "H", "H", "H", "H", "H", "H", "O", "H", "H", "O", "H", "H", "O", "H", "H", "O", "H", "H", "O", "H", "H", "O", "H", "H", "O", "H", "H", "O", "H", "H", "O"], "coordinates": [[1.47, -1.07, 0.58], [1.00, -1.72, -0.70], [2.03, -1.43, -1.77], [3.22, -2.07, -1.36], [-0.44, -1.33, -0.96], [-1.20, -1.06, 0.30], [-1.84, 0.26, 0.43], [-2.05, -2.21, 0.70], [2.39, -1.46, 0.78], [1.62, -0.04, 0.46], [0.77, -1.25, 1.30], [1.08, -2.77, -0.40], [1.70, -1.88, -2.71], [2.22, -0.36, -1.92], [3.69, -2.58, -2.03], [-0.94, -2.15, -1.48], [-0.61, -0.44, -1.54], [-2.91, 0.05, 0.55], [-1.50, 0.71, 1.36], [-1.82, 0.98, -0.38], [-1.88, -2.38, 1.76], [-3.13, -2.02, 0.58], [-1.83, -3.07, 0.08], [-2.09, 2.27, -2.12], [-2.60, 3.66, -1.97], [-1.84, 3.12, -1.71], [0.98, -3.80, 2.97], [0.92, -2.35, 3.26], [0.56, -3.00, 2.63], [2.07, 2.08, 1.72], [2.05, 2.17, 0.22], [2.09, 1.52, 0.94], [-2.58, -0.32, -2.17], [-3.43, 0.51, -3.17], [-2.72, 0.56, -2.52], [0.91, 1.40, -3.12], [0.40, 2.02, -4.53], [0.76, 1.27, -4.05], [2.48, 3.45, -2.29], [1.25, 3.37, -1.24], [2.13, 3.03, -1.50], [1.45, -0.70, 4.69], [0.36, -0.34, 3.58], [1.29, -0.56, 3.75], [-2.05, 0.03, 4.53], [-1.81, -1.48, 4.46], [-1.70, -0.66, 3.96], [-0.45, 3.51, -0.39], [0.33, 4.73, 0.18], [0.22, 3.78, 0.26]], "nbo_charge": [-0.706, -0.078, -0.077, -0.751, -0.241, -0.486, -0.431, -0.411, 0.440, 0.463, 0.471, 0.225, 0.202, 0.188, 0.501, 0.205, 0.208, 0.194, 0.202, 0.215, 0.219, 0.184, 0.194, 0.506, 0.485, -0.992, 0.480, 0.489, -0.983, 0.499, 0.516, -0.982, 0.488, 0.496, -0.965, 0.480, 0.485, -0.965, 0.497, 0.494, -1.004, 0.492, 0.508, -0.981, 0.486, 0.486, -0.961, 0.505, 0.484, -0.974]}



Going by the energies, ii is most stable and the next is 0.1362 hartree up.



i | {"formula": "C6H8N2O3", "method": "wB97M-V/def2-TZVPD", "lumo_energy_ev": -0.56, "smiles": "CO\\C=N/C=C\\C=C/[N+](=O)[O-]", "homo_lumo_gap_ev": 7.7, "species": ["C", "O", "C", "N", "C", "C", "C", "C", "N", "O", "O", "H", "H", "H", "H", "H", "H", "H", "H"], "coordinates": [[2.15, 1.42, -0.37], [1.33, 0.22, -0.41], [0.36, 0.06, -1.24], [-0.23, -1.02, -1.48], [-0.59, -2.06, -0.69], [-0.84, -2.01, 0.65], [-0.61, -0.90, 1.47], [-0.86, 0.39, 1.22], [-1.66, 1.05, 0.24], [-1.63, 2.26, 0.17], [-2.23, 0.31, -0.60], [2.74, 1.48, -1.34], [2.89, 1.45, 0.41], [1.69, 2.37, -0.28], [0.14, 0.90, -1.92], [-0.72, -2.90, -1.33], [-1.25, -2.85, 1.11], [-0.37, -1.26, 2.51], [-0.32, 1.09, 1.89]], "nbo_charge": [-0.271, -0.481, 0.484, -0.485, 0.088, -0.356, -0.121, -0.185, 0.478, -0.407, -0.394, 0.190, 0.214, 0.204, 0.173, 0.206, 0.220, 0.227, 0.216]}



ii | {"formula": "C6H8N2O3", "method": "wB97M-V/def2-TZVPD", "lumo_energy_ev": [-0.85, -0.85], "homo_lumo_gap_ev": [7.3, 7.3], "species": ["C", "C", "C", "C", "C", "C", "N", "N", "O", "O", "O", "H", "H", "H", "H", "H", "H", "H", "H"], "coordinates": [[-1.54, -1.46, -0.51], [-0.23, -1.58, -0.59], [-2.14, -0.59, 0.40], [-1.08, 0.58, 0.87], [0.68, -0.82, 0.32], [0.56, 1.42, -0.58], [0.22, 0.49, 0.49], [-1.53, 1.69, 1.37], [-2.76, 1.72, 1.88], [-0.79, 2.67, 1.52], [-3.34, -0.54, 0.72], [-2.22, -1.98, -1.11], [0.34, -2.36, -1.24], [0.52, -1.38, 1.17], [1.73, -0.85, -0.10], [1.67, 1.57, -0.61], [0.37, 1.07, -1.56], [0.22, 2.44, -0.48], [-3.25, 0.77, 1.65]], "nbo_charge": [-0.369, -0.039, 0.515, 0.133, -0.262, -0.428, -0.432, 0.399, -0.516, -0.457, -0.581, 0.238, 0.222, 0.224, 0.224, 0.198, 0.175, 0.247, 0.510]}



Going by the energies, ii is most stable and the next is 0.0345 hartree up.



i | {"formula": "C4H7IN", "method": "wB97M-V/def2-TZVPD", "lumo_energy_ev": -5.17, "homo_lumo_gap_ev": 9.3, "charge": 1, "species": ["C", "C", "C", "C", "N", "I", "H", "H", "H", "H", "H", "H", "H"], "coordinates": [[0.00, -0.06, 1.07], [0.31, -0.92, 2.21], [-0.56, 0.52, -2.29], [0.27, 1.31, -1.73], [-0.47, -1.32, 0.97], [1.72, 0.66, -0.13], [-0.53, 0.96, 1.13], [1.22, -1.36, 2.49], [-0.31, -0.71, 3.03], [-0.16, -1.83, 0.15], [-1.21, 0.85, -3.10], [-0.83, -0.46, -1.87], [0.55, 2.36, -1.94]], "nbo_charge": [-0.090, -0.247, -0.381, -0.247, -0.559, 0.631, 0.258, 0.236, 0.231, 0.409, 0.274, 0.231, 0.255]}



ii | {"formula": "C4H7IN", "method": "wB97M-V/def2-TZVPD", "lumo_energy_ev": [-3.80, -4.00], "homo_lumo_gap_ev": [9.0, 6.7], "charge": 1, "species": ["C", "C", "C", "C", "N", "I", "H", "H", "H", "H", "H", "H", "H"], "coordinates": [[0.13, -1.30, 0.21], [1.07, -3.95, 1.19], [-0.51, -0.16, 0.27], [-0.55, 0.85, -0.86], [0.23, 2.08, -0.46], [0.44, -4.54, 2.96], [0.71, -1.78, -0.55], [-1.07, 0.13, 1.15], [-1.58, 1.15, -1.07], [-0.10, 0.44, -1.77], [1.20, 1.81, -0.26], [-0.18, 2.47, 0.40], [0.22, 2.79, -1.19]], "nbo_charge": [0.052, -0.262, -0.433, -0.249, -0.670, 0.325, 0.186, 0.227, 0.240, 0.240, 0.451, 0.446, 0.448]}



Going by the energies, i is most stable and the next is 0.1207 hartree up.



i | {"formula": "CH3FN2O", "method": "wB97M-V/def2-TZVPD", "lumo_energy_ev": -1.54, "smiles": "N#CNO.F", "homo_lumo_gap_ev": 9.5, "species": ["N", "C", "N", "O", "H", "H", "F", "H"], "coordinates": [[1.27, 0.36, -0.58], [0.16, 0.33, -0.32], [-1.25, 0.13, -0.26], [-2.54, -0.35, 0.56], [-1.55, 0.31, -1.19], [-2.18, -0.95, 1.15], [3.52, 0.01, 0.50], [2.58, 0.16, 0.14]], "nbo_charge": [-0.419, 0.506, -0.448, -0.429, 0.400, 0.472, -0.620, 0.539]}



ii | {"formula": "CH3FN2O", "method": "wB97M-V/def2-TZVPD", "lumo_energy_ev": 0.69, "smiles": "NC(=O)NF", "homo_lumo_gap_ev": 11.1, "species": ["N", "C", "O", "N", "F", "H", "H", "H"], "coordinates": [[0.64, -0.23, -0.27], [-0.26, 0.15, -1.23], [0.08, 0.17, -2.39], [-1.51, 0.45, -0.75], [-2.37, 1.10, -1.65], [0.30, -0.72, 0.42], [1.45, -0.59, -0.67], [-1.75, 0.66, 0.23]], "nbo_charge": [-0.817, 0.728, -0.606, -0.257, -0.198, 0.363, 0.400, 0.388]}



Going by the energies, ii is most stable and the next is 0.0910 hartree up.